Entry 1:
DFT (ωB97M-V/def2-TZVPD) results for 5 unconnected molecules or ions with the total composition C18H42N4O10PS at a distorted geometry.

```
76
Properties=species:S:1:pos:R:3:forces:R:3
H -3.632259 -1.625719 -2.334298 -0.01 0.21 -0.13
N 0.144703 3.954017 -5.210393 -0.38 -0.23 0.23
H -0.832831 -3.126609 1.278245 -0.20 1.90 -1.97
H 1.641688 -2.022628 4.834206 -0.03 -0.06 0.15
S 0.928902 1.606915 0.532324 4.18 2.53 4.74
N 2.468527 1.016128 4.306970 1.11 -0.33 0.88
H -6.011192 -0.124966 -3.420039 0.17 -0.12 0.08
O -1.028146 -1.902843 -2.142347 3.93 -0.65 0.61
H 1.510175 3.873374 -6.754031 -0.06 0.04 -0.33
H -0.912880 -4.551256 5.691778 -0.11 0.11 0.13
H 2.083252 0.197363 3.850359 -0.02 0.40 -0.33
O 4.225389 -0.305486 4.756035 0.16 -0.03 0.30
H -2.537129 1.929566 -5.162823 0.30 0.16 0.00
H 0.437365 5.294682 -6.750106 0.03 -0.05 -0.33
C -0.977037 -2.284432 0.453654 -0.72 0.01 -0.62
H 2.677085 -3.452351 -0.765135 -0.70 2.33 -0.79
C 2.430242 -2.342961 -1.130790 1.55 -1.00 1.67
H 3.962476 -0.691933 -1.909962 -0.45 -1.77 1.70
H 1.499053 2.513437 3.271627 -0.16 0.13 0.18
O 0.811454 3.179062 0.558041 -0.05 -4.77 -0.62
C -0.940478 -2.923470 -1.092051 -1.60 -1.22 2.30
C -4.573850 1.583930 -2.187784 0.01 0.33 0.07
H -0.082165 -3.708266 -1.219218 -1.36 1.77 -0.02
H 2.129842 0.510013 -1.875340 -2.21 -0.50 -0.31
C 3.858310 -1.529404 -1.082281 -0.11 0.70 0.52
O -2.709370 0.335549 -1.352686 -1.37 0.16 -0.40
H -5.563931 1.467818 -1.739348 -0.04 0.04 -0.19
C -1.260527 -3.659023 5.164765 -0.30 -0.15 -0.04
H 4.798805 -2.219322 -1.174619 -1.95 1.06 0.09
N -4.233017 -0.830019 -2.516662 0.11 0.35 0.26
O 1.839944 -2.479506 -2.470567 -2.44 2.31 1.43
H 1.913965 -3.118913 7.016965 -0.10 0.02 0.30
H -2.055337 -1.793752 0.589880 2.37 -1.03 -0.27
O -1.018633 3.071220 -3.506807 -0.04 0.05 -0.81
C -0.870711 3.186264 -4.721143 0.14 0.04 1.12
C -5.438694 -1.042802 -3.281375 0.33 -0.35 0.08
N 0.895205 -2.486837 5.338765 -0.51 -0.25 -0.43
H -0.184244 3.711370 -7.285967 0.09 0.05 0.21
H 4.533771 2.772491 4.859757 -0.13 0.04 0.17
H -2.287022 3.246392 -6.324661 0.08 -0.10 -0.13
H -4.661272 1.801834 -3.255285 -0.17 0.01 0.08
O 2.588377 1.222388 0.592658 -5.98 0.70 -1.25
C 0.994430 -2.580454 6.775814 0.36 0.23 -0.22
H 3.886619 -0.985408 -0.021028 -0.03 -1.07 -2.40
C 4.372456 1.946067 5.556668 0.33 0.12 0.14
H -6.049419 -1.778151 -2.752374 -0.27 0.06 -0.21
C 0.032291 1.018378 -1.006418 -1.06 0.02 -0.86
H 0.711107 4.379607 -4.485571 -0.12 -0.14 -0.15
H 0.142236 -3.096742 7.219230 0.10 0.08 -0.17
H 2.191817 3.048290 4.825472 0.06 -0.22 0.01
C -3.764918 0.333801 -1.981608 1.12 -0.33 0.54
H -0.811060 0.276487 -0.643864 2.12 1.56 -0.75
C 1.687635 2.230179 4.309817 -0.24 -0.03 -0.44
O 0.357091 -1.273360 -4.338093 0.39 -0.69 5.64
H 1.056753 -1.566329 7.177351 -0.01 -0.14 0.28
H -0.537813 1.967388 -1.452555 1.44 -2.08 1.26
H -4.071850 2.426560 -1.703269 0.02 -0.32 -0.11
H 3.763987 2.273846 6.403523 0.03 0.17 -0.14
H -0.208059 -1.417280 0.609287 -1.32 -1.75 -0.16
H 0.735737 2.018937 4.802598 -0.07 0.27 -0.06
C 1.000728 0.419820 -2.185366 -0.06 1.16 0.83
O -0.021661 -2.783730 3.312414 -0.14 -0.32 0.86
C 0.485834 4.215255 -6.588473 0.29 0.18 0.32
H 1.694874 -1.901260 -0.335311 1.32 -0.60 -1.65
H -1.955010 -3.551168 -1.161971 2.17 1.32 -0.11
H 5.345132 1.619402 5.936108 -0.25 -0.07 -0.15
C -1.779318 2.503054 -5.704688 -0.22 -0.17 -0.06
H 0.870430 1.145144 -3.123771 0.07 -2.17 1.82
O 0.288020 0.984106 1.824308 1.14 1.15 -4.18
C 3.700212 0.801212 4.851616 -0.98 -0.46 -0.74
H -5.154277 -1.446984 -4.255737 -0.31 0.04 -0.10
H -1.205159 1.813220 -6.328634 -0.12 0.09 -0.06
H -1.777212 -2.985629 5.853544 0.05 -0.18 0.09
C -0.097635 -2.951210 4.527282 0.60 0.46 -0.88
H -1.967394 -3.969228 4.389590 0.27 0.15 0.09
P 0.515591 -1.385135 -2.736206 -0.08 0.81 -6.63
```
Forces are in eV/Å.

Calculated values
- Strongest force on any atom: 6.81 eV Å⁻¹
- Net charge: -1
- Frontier orbital gap: 7.31 eV
- Energy: -65906.3047 eV
- E_HOMO: -4.86 eV
- Molar mass: 537.59 g/mol
- LUMO energy: 2.453 eV


Entry 2:
DFT (ωB97M-V/def2-TZVPD) results for a molecular structure, C3H4N4O2 at a distorted geometry.

```
13
Properties=species:S:1:pos:R:3:forces:R:3
N -1.200340 3.020162 0.086567 1.04 2.15 -1.84
N -1.694862 2.275226 1.056708 -1.86 -2.46 2.63
C -0.549689 1.824280 1.420526 0.98 1.43 -1.94
H 0.740482 3.531113 -0.740307 -0.96 -1.54 1.58
C 4.762767 0.247136 -0.885571 -0.98 -0.84 -0.59
H 0.622282 -0.919699 -0.371291 2.42 0.92 0.72
H 2.024534 0.201017 -0.392832 -1.53 -2.06 0.94
C 0.136907 2.888060 0.007940 0.56 0.98 -1.46
N 1.692466 -0.817040 -0.167877 -1.90 2.53 -0.27
O 4.817219 -0.837379 -1.253983 0.80 -1.45 -0.28
O 4.530313 1.322053 -0.585896 0.20 2.27 0.87
N 0.617143 1.980078 0.897944 0.25 -0.48 1.05
H 2.035063 -1.247103 -0.977649 1.00 -1.45 -1.39
```
Forces are in eV/Å.

Calculated values
- Strongest force on any atom: 4.06 eV Å⁻¹
- Energy above the lowest of the compared OMol25 structures with the same formula, charge and spin: 108.14 kcal per mole
- Net charge: 0
- Frontier orbital gap (alpha / beta): 7.81 / 7.81 eV
- Energy: -13226.2259 eV
- E_HOMO (alpha / beta): -10.57 / -10.57 eV
- Molar mass: 128.09 g/mol
- LUMO energy (alpha / beta): -2.761 / -2.760 eV


Entry 3:
DFT (ωB97M-V/def2-TZVPD) results for a gas-phase ion, C4H10NO (charge -1) at a distorted geometry.

```
16
Properties=species:S:1:pos:R:3:forces:R:3
H -2.449881 -0.477482 1.464369 0.45 -0.12 0.07
N 0.311910 0.737495 -0.351111 1.37 -2.51 -0.79
H 1.910564 0.007833 -1.876722 -2.40 1.16 1.11
C -1.167831 0.389445 -0.000275 1.66 0.08 -0.84
C -1.307710 -0.558407 1.257502 -1.93 3.67 -0.12
H 0.443631 -0.782314 -2.154026 -0.88 0.42 1.38
H 0.847018 -0.856482 1.076822 0.78 1.72 -0.58
O -0.804617 -1.691694 1.089162 1.12 -4.53 -0.82
H 2.237297 -0.137094 0.254136 1.06 0.19 -0.93
C 0.718551 0.210103 -1.690734 2.23 0.25 -2.60
H 1.458568 0.857936 1.479834 -0.02 -0.07 -0.16
H -0.826921 -0.047856 2.126450 -0.25 0.91 0.22
H 0.473525 0.922649 -2.574799 0.13 -0.65 1.56
C 1.304779 0.145356 0.659452 -2.84 -1.03 1.19
H -1.618010 -0.129242 -0.916255 0.39 0.75 1.26
H -1.530869 1.409748 0.156197 -0.88 -0.24 0.05
```
Forces are in eV/Å.

Calculated values
- Strongest force on any atom: 4.74 eV Å⁻¹
- Energy above the lowest of the compared OMol25 structures with the same formula, charge and spin: 54.83 kcal per mole
- Net charge: -1
- Frontier orbital gap: 6.74 eV
- Energy: -7845.1586 eV
- E_HOMO: -2.44 eV
- SMILES: CN(C)CC[O-]
- Molar mass: 88.13 g/mol
- LUMO energy: 4.303 eV


Entry 4:
DFT (ωB97M-V/def2-TZVPD) results for a molecular structure, C37H52AsBaNOS6SbSi.

```
101
Properties=species:S:1:pos:R:3:forces:R:3
H 0.873018 1.848015 4.185642 -0.03 -0.02 0.04
C -4.326636 2.678996 2.661243 0.03 0.04 -0.02
H 0.890119 4.390599 2.488301 0.01 0.01 0.00
H 4.525941 2.861395 -0.266438 0.01 0.00 0.01
C -1.868180 4.209974 -0.392505 0.15 0.11 -0.04
H 3.015994 4.374626 -1.415197 0.00 0.02 -0.03
S 2.482341 2.062261 -1.181310 0.07 0.21 -0.12
H 2.919318 1.506816 -4.362567 0.04 -0.01 -0.03
O -0.089631 1.137507 -3.887492 -0.07 0.25 -0.09
H -4.325258 2.878075 1.594934 0.01 0.01 0.00
C 2.588841 0.739098 -5.062681 0.02 0.02 0.09
H -1.022043 -0.438651 -6.437223 0.01 -0.01 0.00
C 3.508636 -6.285505 -1.856068 0.00 0.00 0.00
H -0.700155 5.098141 1.188606 -0.01 0.02 -0.01
H 0.258066 -1.420623 -5.673247 -0.03 -0.02 -0.06
Si 3.589180 -4.625550 -2.722281 0.04 -0.01 -0.02
H 0.636809 3.403770 -5.705636 0.00 0.02 -0.04
H 0.801110 -0.622683 4.934206 0.00 0.01 0.01
H 0.547957 -0.653220 -7.259711 0.02 0.03 0.01
H 6.001549 -4.188711 -2.269193 0.02 0.00 0.03
H 5.410947 -3.220161 -3.617913 0.02 0.02 -0.02
H 3.138352 0.819589 -5.999102 -0.04 0.00 -0.02
H -5.078940 4.132557 5.621628 0.00 0.02 0.01
C -4.350217 2.132506 5.389224 0.01 -0.03 0.02
S -3.183539 0.723703 -0.362250 0.00 0.02 -0.06
H 4.455426 -4.201187 -0.067514 0.03 -0.02 0.02
H 2.480620 -6.508379 -1.563907 -0.02 -0.02 0.01
C 2.104268 -2.295289 -1.576665 0.12 -0.10 0.05
H 1.551966 -4.957859 -4.103057 -0.02 0.01 -0.01
H -7.415201 -2.850033 0.327925 -0.01 0.00 -0.01
C -1.430262 4.297581 1.061681 -0.04 -0.09 0.06
N 1.834648 -1.446918 -0.560765 -0.06 0.00 0.00
C 0.374192 3.543368 2.946092 -0.17 0.06 -0.08
C 3.710169 -3.427815 -0.218336 0.00 0.05 0.09
C -0.049344 -2.799599 2.484096 -0.01 0.01 -0.02
H -3.790685 -2.456463 3.671994 0.02 -0.01 0.02
H -5.446355 -4.271998 3.852614 0.00 -0.01 0.01
S 2.297194 1.570925 2.374806 0.03 -0.04 0.00
H 4.104562 1.243467 0.280595 0.05 0.02 -0.01
H 4.127956 -6.334891 -0.960092 0.02 0.00 0.02
H 1.520449 -2.760330 3.942234 0.01 -0.02 0.01
C 3.714142 2.252830 0.132459 -0.10 -0.02 0.06
C 1.375878 2.579890 3.555756 0.08 -0.05 -0.03
H 2.069019 3.134498 4.190101 -0.01 -0.01 0.02
S -0.614512 3.618810 -1.569527 0.02 0.00 -0.04
C -1.568399 -0.936663 2.540546 -0.12 0.10 -0.10
H 2.008064 3.793178 -2.732217 0.01 -0.01 -0.01
Ba -0.164227 0.273960 -1.603896 -0.12 -0.31 0.59
H 2.727412 -0.242070 -4.607068 0.02 0.02 0.00
C -0.860917 -0.380115 3.597745 0.01 -0.04 0.01
C -5.518552 -3.557359 3.043947 0.02 0.00 0.03
H -3.637408 0.180494 4.862688 0.01 -0.01 0.02
H 0.965198 4.293309 0.097368 0.00 -0.01 -0.01
H -7.255686 -4.468594 2.185138 -0.01 -0.01 0.00
C 0.902921 4.415313 -0.982210 0.02 -0.02 -0.05
H 0.865383 5.479113 -1.223943 0.03 0.01 0.01
C 2.607694 -4.773114 -4.298480 -0.04 0.01 -0.01
H -2.213700 5.193832 -0.713624 -0.02 -0.02 0.01
H 3.933326 -2.621047 1.782592 0.01 0.00 0.01
H 3.840853 -7.076923 -2.530269 0.01 -0.03 -0.01
Sb -3.312652 -0.036351 1.769026 0.11 -0.15 0.00
H -4.368461 1.919673 6.449598 0.00 0.00 0.01
C 0.652345 -2.249435 3.548029 0.00 0.02 -0.03
C -3.914624 1.440721 3.133217 0.02 -0.11 0.01
H -0.273836 3.941749 3.729446 0.06 0.02 0.03
H 0.272793 -3.733094 2.042511 0.01 -0.01 0.00
As 0.709005 0.967339 -5.334991 0.15 -0.10 -0.18
H -0.583540 2.603315 -6.716491 0.00 0.00 0.02
C -4.688129 -1.619739 1.897760 0.03 0.08 0.02
C -4.749240 3.376833 4.921683 -0.01 0.00 0.01
H -5.758569 -1.022717 0.133288 -0.01 0.00 -0.02
H 3.008187 -5.618831 -4.863075 0.02 -0.04 -0.02
S 1.220648 -2.046398 -3.057773 -0.15 0.06 -0.12
C -3.935785 1.155387 4.494970 -0.01 0.08 -0.04
H 2.197936 -0.888533 1.377078 -0.01 0.04 0.09
C -6.534231 -3.666852 2.104747 0.00 -0.01 0.00
C 5.362727 -4.207152 -3.153378 0.00 0.02 0.00
C -4.589646 -2.532107 2.943777 -0.05 0.01 -0.03
C 0.051621 -0.549745 -6.296378 -0.02 -0.04 0.08
H 2.571726 3.692156 1.279313 0.03 0.02 -0.03
H 2.681753 -3.877380 -4.911986 -0.01 0.01 -0.01
C 3.431522 -2.551072 0.827645 0.05 -0.05 0.02
H -1.182108 0.557212 4.033772 0.00 0.06 0.02
C 3.215625 2.831531 1.454022 -0.05 -0.05 0.01
C -1.164271 -2.145259 1.980114 0.04 -0.04 0.02
C -4.744012 3.649654 3.560843 -0.01 0.00 -0.02
H -5.074061 4.615126 3.200082 -0.01 0.01 0.00
H 4.069475 3.164749 2.046428 0.01 -0.01 0.00
H -2.292819 4.546415 1.683007 -0.01 0.01 -0.04
C -6.625689 -2.757637 1.061180 0.00 0.03 -0.03
S -0.660871 2.769379 1.667110 0.04 -0.01 -0.01
H -2.684898 3.500776 -0.512861 -0.06 -0.02 0.01
H 1.126281 2.593611 -7.217794 0.00 -0.02 -0.01
H -1.723710 -2.590494 1.163809 0.01 0.00 -0.01
C 2.478032 -1.588566 0.603350 -0.05 0.06 -0.11
C 0.250169 -1.042423 4.101997 0.03 -0.01 0.03
C -5.700994 -1.728612 0.953100 0.01 -0.02 0.01
C 3.057008 -3.337229 -1.436043 -0.11 0.04 -0.09
H 5.781567 -4.929138 -3.855949 0.01 -0.03 -0.02
C 2.127301 3.785875 -1.647651 -0.09 0.00 0.10
C 0.446777 2.560797 -6.368352 -0.03 0.01 0.00
```
Forces are in eV/Å.

Calculated values
- Strongest force on any atom: 0.68 eV Å⁻¹
- Energy above the lowest of the compared OMol25 structures with the same formula, charge and spin: 9.28 kcal per mole
- Net charge: +1
- Frontier orbital gap: 7.48 eV
- Energy: -183708.9488 eV
- E_HOMO: -9.16 eV
- Molar mass: 1081.33 g/mol
- LUMO energy: -1.677 eV


- The lowest strongest force on any atom belongs to which entry?
  C37H52AsBaNOS6SbSi


- Look up the strongest force on any atom of the third one.
  4.74 eV Å⁻¹


- The lowest energy belongs to which entry?
  C37H52AsBaNOS6SbSi


- The lowest strongest force on any atom belongs to which entry?
  C37H52AsBaNOS6SbSi